Record 1
{
  "formula": "C4H6N6O",
  "method": "ωB97M-V with the def2-TZVPD basis set",
  "e_above_lowest_ev": 0.468,
  "charge": 0,
  "e_tot_ev": -15233.7136,
  "smiles": "NC(=O)c1nnc(N)nc1N",
  "multiplicity": 1,
  "elements": ["O", "N", "N", "N", "N", "N", "N", "C", "C", "C", "C", "H", "H", "H", "H", "H", "H"],
  "coordinates": [[2.702, 0.690, 0.384], [-1.458, 1.060, -0.079], [2.455, -1.472, -0.282], [-1.388, -1.372, 0.102], [-3.326, -0.284, -0.038], [0.523, 2.158, -0.230], [-0.112, -1.384, 0.008], [-2.003, -0.143, 0.020], [0.528, -0.176, 0.083], [2.013, -0.261, 0.092], [-0.144, 1.013, -0.032], [1.800, -2.298, -0.339], [-0.033, 3.073, -0.187], [1.557, 2.108, -0.004], [-3.712, -0.953, 0.535], [3.450, -1.536, -0.481], [-3.903, 0.546, 0.055]]
}

=====

Record 2
{
  "formula": "C25H29N5O5S2",
  "method": "ωB97M-V with the def2-TZVPD basis set",
  "e_above_lowest_ev": 0.026,
  "charge": 0,
  "e_tot_ev": -65756.7004,
  "smiles": "CCOC(=O)C[C@@H]1C(=O)NCCN1c1nc2ccc(C)cn2c(=O)c1/C=C1\\SC(=S)N(CC(C)C)C1=O",
  "multiplicity": 1,
  "elements": ["S", "S", "O", "O", "O", "O", "O", "N", "N", "N", "N", "N", "C", "C", "C", "C", "C", "C", "C", "C", "C", "C", "C", "C", "C", "C", "C", "C", "C", "C", "C", "C", "C", "C", "C", "C", "C", "H", "H", "H", "H", "H", "H", "H", "H", "H", "H", "H", "H", "H", "H", "H", "H", "H", "H", "H", "H", "H", "H", "H", "H", "H", "H", "H", "H", "H"],
  "coordinates": [[-3.505, 2.825, -2.427], [-0.860, 2.076, -1.245], [-1.727, -2.497, -0.525], [-2.522, -0.138, 1.396], [-1.700, -4.678, 0.022], [0.569, -3.769, -2.141], [1.378, 2.749, -0.155], [3.870, -0.374, 0.393], [2.700, -3.805, -1.449], [2.191, -1.922, 0.500], [3.490, 1.899, -0.083], [-3.123, 1.268, -0.309], [1.419, -3.401, -1.360], [3.987, 3.135, -0.358], [-2.614, 2.036, -1.308], [6.204, 2.330, -0.059], [5.321, 3.397, -0.362], [-1.203, -3.586, 0.027], [-4.119, -2.752, -0.146], [-2.996, -2.641, -1.167], [2.064, 1.751, -0.013], [1.607, 0.431, 0.278], [-5.125, 2.412, 0.606], [5.716, 1.090, 0.211], [0.106, -3.256, 0.734], [0.212, 0.244, 0.563], [-4.546, 1.162, -0.070], [2.549, -0.612, 0.382], [-0.845, 0.918, 0.059], [-4.437, 2.676, 1.942], [4.319, 0.841, 0.193], [-6.627, 2.219, 0.797], [3.234, -2.899, 0.727], [1.046, -2.471, -0.195], [5.855, 4.759, -0.668], [3.794, -3.369, -0.612], [-2.212, 0.606, 0.490], [4.334, -2.538, -1.085], [-4.688, 0.293, 0.577], [6.510, 4.719, -1.537], [-7.115, 2.044, -0.159], [-0.138, -2.651, 1.610], [2.796, -3.741, 1.268], [-3.100, -1.741, -1.777], [2.914, -4.392, -2.244], [0.468, -1.653, -0.636], [7.268, 2.515, -0.048], [6.439, 5.131, 0.172], [-2.965, -3.524, -1.813], [4.021, -2.442, 1.325], [-4.526, 1.809, 2.594], [0.553, -4.194, 1.064], [-6.820, 1.368, 1.447], [-4.078, -3.719, 0.348], [5.047, 5.455, -0.869], [6.355, 0.254, 0.441], [-4.962, 3.269, -0.056], [-7.066, 3.104, 1.248], [3.229, 3.879, -0.561], [4.488, -4.201, -0.467], [-4.891, 3.531, 2.437], [-3.379, 2.891, 1.803], [-5.080, -2.644, -0.639], [-0.038, -0.501, 1.308], [-4.003, -1.973, 0.605], [-5.043, 0.997, -1.030]]
}

=====

Record 3
{
  "formula": "C5H5NOS",
  "method": "ωB97M-V with the def2-TZVPD basis set",
  "e_above_lowest_ev": 4.598,
  "charge": 0,
  "e_tot_ev": -19634.3940,
  "multiplicity": 1,
  "elements": ["S", "O", "N", "C", "C", "C", "C", "C", "H", "H", "H", "H", "H"],
  "coordinates": [[-2.782, 0.057, -0.342], [-3.079, -0.565, 0.974], [-0.311, -1.466, -0.714], [1.010, 1.135, -0.055], [-0.368, 1.578, 0.116], [1.609, -0.083, -0.049], [-1.362, 0.788, -0.222], [0.824, -1.364, -0.094], [1.239, -2.204, 0.554], [-0.513, 2.564, 0.621], [-0.748, -2.408, -0.678], [1.782, 1.955, 0.042], [2.700, 0.014, -0.152]]
}